C18H18N2O6S | the ωB97M-V functional and the def2-TZVPD basis

Structure (XYZ):
```
45
Properties=species:S:1:pos:R:3:forces:R:3:nbo_charge:R:1
C 3.3107 1.1211 1.7335 0.18 0.18 0.19 -0.414
N 2.9870 0.2853 0.5930 -0.09 -0.24 -0.39 -0.577
C 2.1741 -0.8026 0.6601 -0.18 -0.09 -0.72 0.287
C 1.2007 -1.0106 -0.2972 0.32 -0.01 0.72 -0.102
N 1.0068 -0.0577 -1.3144 -0.48 0.64 0.16 -0.855
S 0.3747 1.4704 -0.9169 0.17 -0.30 -0.22 2.292
O 1.0716 2.3852 -1.7696 -0.23 -0.11 -0.22 -0.922
O 0.5237 1.6236 0.5017 -0.25 -0.17 0.03 -0.946
C -1.3710 1.4452 -1.3354 0.65 0.38 0.20 -0.373
C -2.0469 0.3086 -1.7242 -0.32 -0.34 -0.15 -0.292
C -3.4096 0.3871 -2.0097 0.19 0.37 0.08 0.290
O -4.1766 -0.6624 -2.3894 -0.20 0.15 0.00 -0.491
C -3.5602 -1.9252 -2.5471 0.05 -0.18 0.01 -0.258
C -4.0491 1.6229 -1.9008 0.11 -0.39 -0.04 -0.216
C -3.3640 2.7525 -1.5004 0.28 0.12 0.10 -0.290
C -2.0040 2.6771 -1.2010 -0.15 0.02 -0.05 0.375
O -1.2234 3.6943 -0.7734 -0.20 0.07 -0.01 -0.499
C -1.7921 4.9789 -0.6531 -0.05 0.13 0.03 -0.251
C 0.3265 -2.1486 -0.2800 -0.38 0.20 -0.43 0.748
O -0.5513 -2.3468 -1.1051 0.42 -0.12 0.34 -0.643
O 0.4613 -3.0375 0.7390 -0.17 -0.16 -0.07 -0.448
C 1.4556 -2.9199 1.6498 0.61 0.23 0.43 0.320
C 1.5606 -3.9417 2.5921 -0.12 0.09 -0.19 -0.238
C 2.5997 -3.9389 3.4961 -0.05 0.07 -0.13 -0.181
C 3.5601 -2.9341 3.4444 0.11 0.05 0.07 -0.231
C 3.4483 -1.9099 2.5315 -0.11 -0.07 -0.07 -0.178
C 2.3674 -1.8513 1.6409 -0.28 -0.40 0.22 -0.106
H 3.0248 0.6331 2.6614 0.03 0.06 -0.01 0.208
H 4.3818 1.3345 1.7431 -0.05 0.01 0.14 0.196
H 2.7579 2.0595 1.6638 0.01 -0.05 0.03 0.223
H 2.7934 0.8393 -0.2339 0.14 -0.14 0.13 0.403
H 0.5718 -0.4482 -2.1378 0.07 0.00 -0.26 0.424
H -1.5325 -0.6372 -1.7712 0.04 -0.12 0.00 0.266
H -2.8262 -1.9090 -3.3576 0.02 0.01 0.02 0.177
H -4.3666 -2.6106 -2.8017 0.09 0.01 0.00 0.198
H -3.0679 -2.2599 -1.6315 -0.01 0.03 -0.02 0.198
H -5.1020 1.6757 -2.1283 -0.13 0.01 -0.03 0.227
H -3.8957 3.6867 -1.4181 -0.01 0.11 0.02 0.224
H -2.5951 4.9927 0.0909 0.03 -0.01 -0.04 0.177
H -0.9807 5.6241 -0.3223 -0.09 0.00 -0.02 0.207
H -2.1741 5.3387 -1.6135 0.01 -0.03 0.03 0.178
H 0.8264 -4.7311 2.5751 -0.09 -0.09 -0.01 0.231
H 2.6822 -4.7313 4.2237 0.00 -0.08 0.05 0.220
H 4.4014 -2.9602 4.1199 0.08 0.01 0.05 0.219
H 4.2206 -1.1619 2.4736 0.06 0.11 0.02 0.222
```
Positions in Å, forces in eV/Å.

Summary:
Structure (SMILES) ... CNc1c(NS(=O)(=O)c2cc(OC)ccc2OC)c(=O)oc2ccccc12
Strongest force on any atom ... 0.82 eV Å⁻¹
E ... -45057.488 eV
Relative energy (zero: lowest compared OMol25 entry of this formula, charge and spin) ... 194.1 kJ/mol
Net charge ... 0